C6H14O | the ωB97M-V functional and the def2-TZVPD basis

The geometry in ORCA input format:
```
! wB97M-V def2-TZVPD RIJCOSX def2/J DEFGRID3
* xyz 0 1
C -3.69427 0.21202 0.59007
C -2.37982 -0.50246 0.46587
C -1.20432 0.12356 0.47827
O -0.02872 -0.55234 0.40128
C 1.11734 0.22956 0.10077
C 2.30503 -0.71590 0.05195
C 3.62853 0.01454 -0.15951
H -3.57105 1.29637 0.47583
H -4.41679 -0.12648 -0.16415
H -4.14453 0.03014 1.57337
H -2.38098 -1.58721 0.36263
H -1.57617 0.22618 -1.87203
H -1.12843 1.21545 0.52223
H -1.16537 0.51432 -2.43217
H 1.26661 1.00160 0.87556
H 0.98707 0.74284 -0.86664
H 2.13308 -1.44107 -0.75356
H 2.32807 -1.28451 0.99114
H 3.84314 0.69967 0.67022
H 3.62369 0.60049 -1.08728
H 4.45789 -0.69678 -0.22384
*
```

Calculated values
ΔE to the lowest compared entry with this formula, charge and spin, eV: 2.148
E_tot, eV: -8494.745
SMILES: C/C=C/OCCC.[H][H]

Atom charges from the Mulliken analysis, given in e for atoms 1 to 5: number 1, C, carries -1.10; number 2, C, carries 0.15; number 3, C, carries -0.50; number 4, O, carries -0.32; number 5, C, carries -0.46